13 unconnected molecules or ions with the total composition C76H108F12N18O12S4 at a distorted geometry. Source: the OMol25 dataset; level of theory: wB97M-V/def2-TZVPD.

```
230
Properties=species:S:1:pos:R:3:forces:R:3
C -5.01897 -16.86272 -4.29693 0.1 -0.5 2.7
N -3.85607 -16.03573 -3.71821 -1.8 0.7 -1.7
C -3.00116 -16.41714 -2.79549 0.7 -0.9 0.8
C -1.98374 -15.60075 -2.36564 0.9 0.3 0.5
C -1.76467 -14.30625 -2.85645 0.7 -0.9 -0.2
C -2.60504 -13.99959 -3.90472 -2.0 0.2 0.0
C -3.69386 -14.82828 -4.25968 1.9 0.9 0.3
C -0.66676 -13.33711 -2.39495 -1.9 -0.9 -0.5
C 0.24964 -13.56790 -1.42157 1.3 -2.8 2.3
C 1.11685 -12.57822 -0.99043 -0.5 0.3 -1.7
N 1.02710 -11.33601 -1.54589 1.4 -1.4 0.9
C 0.07363 -11.05235 -2.44132 0.9 -0.3 0.4
C -0.70714 -12.06316 -2.88449 -2.1 1.1 -1.5
C 2.11108 -10.38940 -1.22865 0.3 0.3 0.5
H -5.90058 -16.23724 -4.42941 0.4 0.3 -0.3
H -5.34079 -17.59675 -3.50878 0.6 0.5 -0.8
H -4.65504 -17.35438 -5.17054 0.1 -0.2 -0.6
H -3.08403 -17.41556 -2.39824 -0.2 -0.1 0.0
H -1.31852 -16.05557 -1.65928 0.2 0.0 0.4
H -2.62890 -13.01660 -4.32875 0.1 0.1 -0.5
H -4.36756 -14.51991 -5.02323 -0.5 0.1 -0.4
H 0.37712 -14.60850 -0.94084 -0.2 1.9 -0.8
H 1.96345 -12.80832 -0.37147 0.0 0.3 0.4
H 0.00317 -10.05282 -2.80178 0.1 0.6 -0.2
H -1.49264 -11.79790 -3.60491 0.7 0.0 0.4
H 1.63365 -9.49759 -0.89167 -0.1 0.8 0.5
H 2.73704 -10.14640 -2.07109 -0.2 -0.2 -0.7
H 2.81282 -10.77026 -0.47298 -0.7 -0.1 0.0
C -1.25139 3.74824 8.28852 -1.8 0.5 -1.5
N -2.34655 3.10231 7.48305 -0.1 0.0 -1.0
C -3.57403 2.74941 7.92791 0.4 0.5 -1.2
C -4.56857 2.31049 7.09526 0.4 -0.2 -0.2
C -4.34345 2.16654 5.71574 0.0 0.0 0.9
C -3.06864 2.48533 5.31249 1.2 -0.3 -0.6
C -2.07608 2.93849 6.17530 -1.0 -0.4 0.2
C -5.37961 1.59985 4.81302 0.1 -1.1 -0.2
C -5.27299 1.65363 3.41352 -0.1 0.4 0.3
C -6.31736 1.10691 2.65510 1.9 0.4 -0.4
N -7.30139 0.42026 3.22334 -1.0 -0.9 -0.7
C -7.29401 0.14589 4.51982 0.3 1.0 1.4
C -6.36694 0.75243 5.36345 0.0 -0.3 -0.8
C -8.44661 -0.09600 2.37261 1.4 -0.5 -0.6
H -0.47273 3.04164 8.24795 1.4 -0.4 -0.1
H -1.59609 3.78991 9.30240 -0.1 0.7 0.5
H -1.06407 4.71167 7.71198 0.1 -1.2 1.4
H -3.80230 2.90477 8.92787 0.0 0.2 1.8
H -5.47349 2.02229 7.58702 -0.5 0.1 0.0
H -2.70102 2.27368 4.32557 -0.1 0.2 -0.5
H -1.07557 3.12861 5.82984 0.2 0.1 -0.2
H -4.36155 2.10147 2.94427 -1.3 -0.4 0.2
H -6.22772 1.10848 1.57097 -0.4 0.0 0.3
H -8.12109 -0.44636 4.86322 0.0 -0.3 0.3
H -6.35108 0.44789 6.40319 -0.2 0.3 -0.1
H -9.13660 -0.81741 2.86824 1.1 0.5 -0.1
H -7.95907 -0.51450 1.44839 -0.8 0.2 1.0
H -8.99471 0.78211 2.13114 -0.6 0.6 -0.4
C 0.75681 -10.38530 7.76187 0.4 1.0 1.6
N 2.01086 -9.63737 7.48759 0.1 0.2 1.0
C 2.74114 -9.26180 8.56790 0.5 0.6 0.3
C 3.89432 -8.50628 8.41968 0.0 -0.3 -1.6
C 4.37468 -8.17439 7.10736 -1.7 -0.5 1.2
C 3.53135 -8.52231 6.06543 0.2 -0.5 0.1
C 2.39438 -9.26805 6.27353 -0.1 0.1 0.4
C 5.62798 -7.46511 6.84127 0.7 -0.3 0.2
C 6.70383 -7.50921 7.71430 1.2 1.0 -0.6
C 7.89847 -6.84908 7.37323 -1.2 -1.0 0.3
N 7.94451 -6.13286 6.25000 0.9 0.3 -0.1
C 6.90179 -6.06112 5.40776 0.6 0.2 0.0
C 5.79814 -6.78025 5.64243 -2.0 -0.1 0.2
C 9.24315 -5.50011 5.96919 0.7 0.8 0.8
H 0.40012 -10.84003 6.88639 -0.3 -0.7 -1.2
H -0.01764 -9.66341 8.12479 0.7 -0.7 -0.1
H 1.05370 -11.12064 8.52867 -0.7 0.2 -0.4
H 2.36082 -9.55138 9.55842 0.2 0.1 -0.6
H 4.43532 -8.16710 9.27159 0.2 0.0 0.6
H 3.70397 -8.32781 5.03474 0.5 0.3 -0.6
H 1.75777 -9.55749 5.47709 -0.3 -0.2 -0.7
H 6.70474 -8.00344 8.64834 -0.2 -0.6 0.7
H 8.82347 -6.94547 7.95555 -0.6 0.2 -0.2
H 6.89208 -5.41940 4.55322 0.7 0.4 -0.3
H 4.96688 -6.65443 4.94701 0.1 -0.1 0.0
H 9.72335 -5.47284 6.97022 0.2 0.1 -1.0
H 9.16882 -4.45445 5.63548 -0.4 -0.5 0.0
H 9.81583 -6.08499 5.24753 -0.1 0.0 0.2
C 8.35621 -2.06923 -8.32908 0.0 -0.9 -0.1
C 9.00625 -0.92153 -9.12509 0.4 -0.6 0.4
N 10.12195 -1.34489 -10.03177 1.1 -0.8 1.4
C 11.38593 -1.75457 -9.51941 -1.4 0.6 -0.7
C 12.08479 -2.31288 -10.52476 -1.5 0.3 -0.4
N 11.22313 -2.26744 -11.63110 1.5 -0.3 -0.5
C 10.08525 -1.67845 -11.32477 0.3 0.0 1.5
C 11.63517 -2.65372 -12.98215 -1.8 -0.6 -0.4
H 7.73995 -1.72706 -7.48129 0.1 0.4 -0.7
H 9.05709 -2.76244 -7.83041 0.1 0.4 -0.5
H 7.72594 -2.67115 -9.00464 0.2 0.1 0.4
H 9.39533 -0.20579 -8.38615 0.0 0.1 -0.8
H 8.26560 -0.51777 -9.79022 -0.3 0.7 0.0
H 11.62535 -1.54473 -8.50864 0.2 0.0 0.6
H 13.05928 -2.75139 -10.56483 0.2 0.0 -0.1
H 9.25512 -1.52413 -11.96606 -0.4 0.1 -0.5
H 11.97235 -3.66835 -13.03114 0.6 -0.5 0.5
H 12.34624 -1.97686 -13.39058 0.5 0.5 -0.2
H 10.72568 -2.71669 -13.59748 0.3 0.5 0.1
C 6.49795 7.24458 2.33694 0.3 -0.1 -0.9
C 6.53819 8.73721 2.25749 -0.9 0.7 -0.3
N 6.90604 9.19571 0.92363 -0.6 -0.2 -3.7
C 6.07274 9.04214 -0.26861 0.4 0.3 2.6
C 6.74950 9.56437 -1.27611 1.2 0.3 -0.7
N 7.99735 10.01036 -0.81791 -1.3 -0.8 -0.8
C 8.04713 9.70675 0.44855 -0.6 -0.1 1.9
C 9.07302 10.63910 -1.55088 0.7 1.6 0.4
H 6.00330 6.88356 1.42096 0.6 -0.3 0.2
H 5.85122 6.92279 3.11827 -0.2 -0.2 0.9
H 7.52997 6.89869 2.48817 -0.5 -0.5 -0.3
H 7.25102 9.16627 2.91869 0.5 0.4 0.8
H 5.55472 9.19419 2.44022 0.3 -0.1 0.2
H 5.05219 8.69691 -0.26768 0.1 -0.2 0.3
H 6.49643 9.54554 -2.30152 -0.2 0.4 -0.8
H 8.90570 9.87843 1.03402 0.7 0.3 0.7
H 9.56349 10.00252 -2.24919 -0.4 -0.5 -1.0
H 9.87814 10.82556 -0.85838 0.1 0.1 0.6
H 8.83055 11.66177 -1.92360 -0.3 -1.1 -0.1
C -4.96248 12.41263 -4.78348 0.2 0.5 0.1
C -5.90871 13.13950 -5.68783 -2.7 0.6 2.6
N -5.55998 14.54114 -5.94057 1.1 -0.9 1.4
C -4.51149 15.23692 -5.36543 -1.1 2.0 -2.5
C -4.43626 16.44716 -6.02785 -0.4 -1.1 0.2
N -5.49530 16.45913 -6.95741 2.2 -1.2 2.2
C -6.12567 15.29963 -6.81554 -1.4 1.8 -2.6
C -5.77368 17.52879 -7.85428 -0.1 2.7 0.2
H -5.29878 11.39410 -4.65393 0.2 -0.3 -0.4
H -4.81413 12.78330 -3.77170 -0.4 0.5 0.0
H -4.05283 12.55094 -5.30641 1.6 -0.9 -0.1
H -6.88757 13.17154 -5.13242 0.5 -0.1 -1.0
H -6.03208 12.62780 -6.61023 0.0 -0.3 -0.8
H -4.01830 14.88421 -4.53982 1.3 -0.8 1.5
H -3.67446 17.21789 -5.93169 -0.6 0.0 -0.1
H -6.99325 15.14596 -7.43928 0.0 -0.7 0.2
H -4.81942 18.06256 -8.08758 -0.7 -0.7 -0.1
H -6.37434 18.30231 -7.28972 0.3 -0.9 -0.9
H -6.27037 17.19091 -8.76017 0.0 0.0 0.1
C 1.63363 5.88330 6.28473 -0.7 -1.1 0.5
C 1.04084 6.76747 5.24058 0.0 0.5 -0.9
N 0.01533 7.64248 5.84374 0.3 0.8 0.0
C 0.30870 8.69980 6.68580 3.4 0.0 -0.1
C -0.79874 9.28441 7.10794 -2.1 0.4 0.2
N -1.81220 8.55416 6.48110 -2.8 1.0 0.6
C -1.30231 7.62714 5.71929 -0.5 -1.8 -1.5
C -3.33724 8.66634 6.55918 1.1 -0.4 0.2
H 2.37541 6.41699 6.88395 -0.2 -0.4 0.2
H 2.01957 4.97110 5.81503 0.4 0.4 0.1
H 0.77542 5.49665 6.88146 0.8 0.4 0.1
H 0.58309 6.17047 4.44069 0.0 0.5 0.2
H 1.82602 7.42450 4.82385 -0.6 -0.2 -0.1
H 1.36162 9.00398 6.85673 -1.0 -0.4 0.0
H -1.00040 10.15898 7.73591 0.2 -0.6 -0.3
H -1.89507 6.93358 5.05072 1.0 0.6 0.9
H -3.76947 7.90281 7.23815 0.5 0.6 -0.3
H -3.73516 8.51119 5.56326 0.1 -0.1 -0.2
H -3.61470 9.65806 6.86241 0.0 0.4 0.3
C -8.74811 2.55979 -8.39015 0.1 -1.3 0.7
C -9.52741 1.37743 -9.07905 1.0 0.6 -0.4
N -9.68465 0.21630 -8.14293 1.0 -0.1 -1.2
C -10.18583 0.24476 -6.88126 0.0 -2.2 -0.1
C -10.09609 -1.04612 -6.40946 0.2 0.4 0.6
N -9.41522 -1.81951 -7.34425 -0.4 0.1 -0.1
C -9.18521 -1.02100 -8.38446 -0.9 0.7 0.8
C -8.91197 -3.24502 -7.31447 -0.3 -0.1 1.1
H -7.68602 2.31382 -8.11051 -1.0 0.1 -0.6
H -9.27413 2.72294 -7.43973 0.2 0.2 -0.2
H -8.78775 3.50271 -8.93194 0.0 -0.3 -0.3
H -9.02131 0.91930 -9.93144 0.3 0.4 0.1
H -10.45188 1.77814 -9.53703 0.0 -0.6 0.9
H -10.54648 1.13053 -6.43449 -0.5 0.5 0.3
H -10.44773 -1.40047 -5.45456 0.2 -0.3 -0.1
H -8.70728 -1.40430 -9.24069 0.4 0.2 -1.1
H -8.80481 -3.66123 -8.30787 -0.2 0.4 -0.3
H -9.56332 -3.95089 -6.75081 0.1 1.0 -0.3
H -7.92444 -3.27529 -6.84135 -0.3 0.3 0.0
C 0.96356 -2.07501 -0.84559 -0.3 1.4 -0.8
C 1.18819 -0.74993 -0.00558 0.4 -1.7 -0.8
N 0.56215 0.34263 -0.74953 -0.8 1.1 1.8
C 1.14565 1.05010 -1.76975 -1.0 0.5 -0.6
C 0.23908 2.02339 -2.09821 0.8 0.6 0.7
N -0.74544 2.05369 -1.13028 -1.1 -1.2 1.3
C -0.55663 0.98305 -0.32183 2.4 0.8 -2.3
C -1.88707 3.03149 -0.89675 0.9 -0.7 -1.3
H -0.05844 -2.42236 -0.66007 0.3 -0.3 0.2
H 1.73903 -2.81764 -0.64714 -0.4 0.0 0.1
H 0.96481 -1.83023 -1.95656 0.3 -0.2 1.2
H 2.26493 -0.49800 -0.02026 -0.5 -0.2 0.5
H 0.78802 -0.85643 1.04310 0.5 0.6 -1.2
H 2.16623 0.93242 -2.15007 -0.8 -0.4 0.2
H 0.31990 2.77654 -2.84513 0.0 0.4 -0.3
H -1.12566 0.63110 0.49160 -0.6 0.0 0.8
H -1.45166 4.03279 -0.78817 -0.2 -0.4 0.2
H -2.47372 2.72556 -0.00667 0.6 0.1 -0.7
H -2.46929 3.00242 -1.84208 0.0 0.1 0.8
C -3.22432 5.50233 2.19601 0.2 -1.0 3.3
F -4.12777 4.60507 2.71642 0.2 0.1 -0.9
F -3.24974 5.47703 0.90375 -0.5 0.5 -0.9
F -3.59858 6.66286 2.76966 0.3 0.2 -1.2
S -1.55887 4.99350 2.85559 2.2 0.2 2.4
O -1.39422 3.57272 2.53162 -0.8 1.8 -0.1
O -0.61662 5.97761 2.29260 -1.4 -1.3 0.1
O -1.67151 5.21941 4.36699 -0.6 -0.7 -2.7
C 0.92403 -6.99395 3.48744 0.9 1.9 -0.1
F 0.73168 -7.53706 4.72380 -0.2 -0.2 -0.8
F 0.07010 -7.50282 2.58782 0.3 -0.2 0.8
F 0.65029 -5.66739 3.61378 -0.1 -1.0 -0.1
S 2.72747 -7.12738 2.88676 -2.0 1.3 -1.7
O 2.97721 -8.53958 3.04236 0.5 -0.9 0.3
O 2.55776 -6.66326 1.51257 0.5 -0.5 1.2
O 3.48071 -6.24380 3.76268 -0.1 -0.5 0.0
C 3.27856 0.96105 3.50145 -1.5 0.1 -1.0
F 3.98462 2.06120 3.78845 0.0 -0.3 -0.1
F 3.81240 0.33104 2.45258 0.7 0.1 -0.4
F 3.28643 0.13730 4.50793 0.9 -1.0 1.6
S 1.49727 1.28961 3.19656 -1.4 0.6 -2.3
O 1.11651 1.80928 4.48284 -0.3 0.9 0.8
O 1.54673 2.25022 2.05685 -0.1 -1.5 1.5
O 0.79453 0.01743 2.91395 1.5 1.2 0.0
C -3.56817 -2.73175 1.65456 0.9 -0.9 -0.2
F -3.96318 -3.19395 0.44964 0.1 0.6 0.3
F -4.44173 -3.17208 2.55403 -0.2 0.0 0.1
F -2.36480 -3.32978 1.91320 -1.0 0.7 -0.1
S -3.38568 -0.88135 1.75792 -0.4 1.2 -2.0
O -2.13235 -0.65529 1.04604 -0.6 -0.8 1.1
O -4.49747 -0.26885 0.99542 0.3 -1.0 0.7
O -3.46182 -0.60351 3.16712 0.3 -0.1 0.4
```
Positions in Å, forces in eV/Å.

Calculated values
LUMO level   -0.4524 Eh
Net charge   +8
Kohn-Sham gap   4.11 eV
Maximum force   3.870 eV Å⁻¹
Energy   -207829.8864 eV